DFT (ωB97M-V with the def2-TZVPD basis set) results for a structure of composition C27H22AlN4OSTe.

Geometry as XYZ:
```
57
Properties=species:S:1:pos:R:3:forces:R:3:mulliken_charge:R:1
Al 0.73272 0.34803 -0.04142 0.52 -0.59 0.20 -0.314
C 4.72294 -0.94865 0.76298 0.01 0.07 -0.07 -1.712
C 3.29110 -0.85033 0.37946 0.23 0.40 -0.05 0.664
N 2.64430 0.23769 0.21467 -0.50 -0.29 0.18 1.107
N 3.11566 1.50074 0.19720 0.30 0.43 0.10 -1.046
C 2.25421 2.23156 -0.49308 0.32 -0.18 0.09 0.577
O 1.20190 1.69323 -1.09711 -0.03 0.39 -0.08 -0.431
C 2.46747 3.67275 -0.56402 -0.13 0.34 -0.15 0.362
C 3.54916 4.26565 0.09428 -0.05 -0.15 -0.06 -0.183
C 3.70455 5.63730 0.05880 -0.01 0.06 0.02 -0.706
C 2.78307 6.42576 -0.62025 -0.01 0.00 -0.03 -0.330
C 1.70363 5.84331 -1.27046 0.02 0.07 0.03 -0.736
C 1.54521 4.46988 -1.24433 0.04 -0.20 0.00 -0.381
C 2.49995 -1.99036 -0.13596 -0.14 -0.41 -0.18 0.687
C 2.93849 -3.30475 -0.15028 0.04 0.20 0.10 -0.715
C 2.24326 -4.23839 -0.90555 -0.10 0.00 -0.06 -0.442
C 1.13445 -3.83718 -1.63323 0.10 -0.10 0.05 -0.841
C 0.72139 -2.52100 -1.52442 -0.05 0.06 0.10 -0.133
N 1.36880 -1.62556 -0.78339 0.01 0.12 -0.04 0.125
H 5.03399 -0.01903 1.23382 0.02 -0.02 -0.01 0.374
H 5.33802 -1.10976 -0.12604 0.01 -0.02 0.02 0.343
H 4.89341 -1.77982 1.44591 -0.02 0.00 0.02 0.434
H 4.24848 3.63845 0.62777 0.02 0.02 0.01 0.462
H 4.53736 6.10148 0.56946 0.01 -0.02 -0.01 0.400
H 2.90712 7.50055 -0.64217 0.00 0.00 0.01 0.401
H 0.98521 6.46504 -1.78703 0.00 -0.02 -0.02 0.404
H 0.71150 3.99157 -1.73965 -0.02 0.06 -0.01 0.445
H 3.82184 -3.58920 0.40352 0.02 0.02 -0.03 0.368
H 2.58269 -5.26484 -0.93881 -0.02 0.00 -0.01 0.446
H 0.59526 -4.52645 -2.26651 -0.03 0.02 0.01 0.456
H -0.15276 -2.15822 -2.04747 -0.04 -0.07 0.01 0.614
S -0.25881 3.26230 3.31559 -0.11 0.42 0.40 -0.370
C 0.05096 2.13683 2.28055 0.07 -0.55 -0.47 0.908
N 0.26989 1.25973 1.50069 0.14 0.04 -0.16 -0.772
Te -1.17773 -1.12234 1.12275 -1.14 -0.27 -0.10 0.631
C -2.83303 0.19192 0.96295 0.14 -0.04 0.16 0.631
C -3.26643 0.64171 -0.27714 0.14 0.01 -0.03 -0.189
C -4.39807 1.43793 -0.35591 -0.01 0.01 -0.03 -0.805
C -5.07820 1.79666 0.79947 0.00 0.00 0.02 -0.457
C -4.63070 1.35742 2.03617 -0.05 -0.02 0.02 -0.531
C -3.50643 0.54949 2.12324 0.13 -0.11 0.01 -0.561
C -2.18836 -2.77591 0.22205 0.20 0.18 0.08 0.710
C -2.44360 -3.87041 1.04023 0.10 0.10 0.04 -0.634
C -3.18493 -4.93742 0.55313 -0.03 -0.08 -0.01 -0.561
C -3.66699 -4.91523 -0.74692 0.01 -0.01 0.04 -0.485
C -3.40201 -3.82611 -1.56572 0.00 0.03 -0.07 -0.813
C -2.66644 -2.75506 -1.08275 0.00 0.08 0.01 -0.221
H -2.71964 0.38988 -1.17740 -0.06 -0.01 -0.03 0.312
H -4.74946 1.77458 -1.32232 0.03 0.04 0.01 0.400
H -5.95521 2.42656 0.73456 -0.01 -0.02 0.00 0.405
H -5.16362 1.62553 2.93859 0.02 0.05 -0.01 0.412
H -3.15482 0.19745 3.08451 -0.06 0.04 0.03 0.387
H -2.07921 -3.88423 2.06030 -0.02 -0.04 0.00 0.380
H -3.39319 -5.78138 1.19744 0.00 0.00 -0.01 0.413
H -4.25923 -5.73969 -1.12060 0.03 -0.02 0.00 0.416
H -3.77496 -3.80389 -2.58164 -0.02 0.00 0.02 0.423
H -2.49420 -1.89578 -1.71851 -0.01 0.00 -0.04 0.273
```
Forces are in eV/Å.

E = -61086.439 eV
HOMO level = -11.18 eV
Total charge = +1